{
  "formula": "C6H14FO3",
  "method": "ωB97M-V/def2-TZVPD",
  "elements": ["F", "C", "H", "H", "H", "O", "C", "C", "O", "C", "C", "O", "C", "H", "H", "H", "H", "H", "H", "H", "H", "H", "H", "H"],
  "coordinates": [[-1.525, -2.705, 1.388], [-0.907, -1.342, 1.888], [-1.804, -0.839, 2.269], [-0.534, -0.944, 0.935], [-0.192, -1.732, 2.624], [0.327, 0.851, 2.790], [1.557, 1.125, 2.248], [1.547, 1.574, 0.789], [1.072, 0.530, -0.030], [0.860, 0.869, -1.371], [-0.020, -0.181, -2.005], [-1.340, -0.030, -1.549], [-2.181, -1.088, -1.923], [2.244, 0.240, 2.290], [2.087, 1.945, 2.793], [2.568, 1.855, 0.462], [0.889, 2.460, 0.689], [1.832, 0.910, -1.897], [0.385, 1.862, -1.482], [0.370, -1.187, -1.761], [0.012, -0.070, -3.105], [-3.192, -0.856, -1.567], [-2.208, -1.218, -3.019], [-1.847, -2.031, -1.454]],
  "lowdin_charge": [-0.3101, 0.0194, 0.0680, 0.0439, 0.0681, -0.3526, -0.4906, -0.2510, -0.1617, -0.2298, -0.2326, -0.1857, -0.1260, 0.0850, 0.0772, 0.1056, 0.1168, 0.1205, 0.1277, 0.1325, 0.1194, 0.0887, 0.0797, 0.0873],
  "total_charge": -1,
  "homo_lumo_gap_ev": 6.2,
  "de_lowest_kj_mol": 51.38,
  "energy_ev": -15307.117,
  "e_homo_ev": -2.7
}

---

{
  "formula": "C3H5N2",
  "method": "ωB97M-V/def2-TZVPD",
  "elements": ["C", "C", "C", "N", "N", "H", "H", "H", "H", "H"],
  "coordinates": [[0.364, 1.058, -0.779], [0.419, -0.415, -0.347], [-1.035, -0.329, -0.531], [-0.966, 0.962, -0.950], [0.235, -0.446, 1.064], [0.802, 1.908, -0.339], [1.092, -1.034, -0.942], [-1.919, -0.969, -0.263], [0.522, -1.185, 1.640], [0.486, 0.452, 1.447]],
  "lowdin_charge": [0.1311, -0.2878, 0.0863, 0.1474, 0.1880, 0.1347, 0.1687, 0.1802, 0.1203, 0.1312],
  "total_charge": 1,
  "homo_lumo_gap_ev": 8.7,
  "de_lowest_kj_mol": 528.95,
  "energy_ev": -6160.410,
  "e_homo_ev": -15.7
}

---

{
  "formula": "C3H3OS",
  "method": "ωB97M-V/def2-TZVPD",
  "elements": ["C", "C", "C", "O", "S", "H", "H", "H"],
  "coordinates": [[-0.050, -0.003, -0.021], [-1.077, -0.922, -0.005], [-0.507, 1.326, -0.003], [-1.711, 1.602, -0.002], [-2.663, -0.446, 0.001], [0.987, -0.285, -0.047], [-0.873, -1.985, 0.013], [0.215, 2.149, 0.037]],
  "lowdin_charge": [-0.0723, -0.4215, -0.1799, 0.0194, 1.2235, 0.1320, 0.1167, 0.1821],
  "total_charge": 1,
  "homo_lumo_gap_ev": 7.1,
  "de_lowest_kj_mol": 144.34,
  "energy_ev": -16031.959,
  "e_homo_ev": -15.6
}

---

{
  "formula": "C40H39BBrClN6O14S",
  "method": "ωB97M-V/def2-TZVPD",
  "elements": ["O", "N", "O", "C", "C", "C", "C", "C", "C", "H", "H", "H", "H", "H", "O", "N", "O", "C", "C", "C", "C", "C", "C", "H", "H", "H", "H", "H", "O", "N", "O", "C", "C", "C", "C", "C", "C", "H", "H", "H", "H", "H", "O", "N", "O", "C", "C", "C", "C", "C", "C", "H", "H", "H", "H", "H", "O", "N", "O", "C", "C", "C", "C", "C", "C", "H", "H", "H", "H", "H", "O", "N", "O", "C", "C", "C", "C", "C", "C", "H", "H", "H", "H", "H", "O", "S", "O", "Cl", "C", "C", "C", "C", "B", "Br", "H", "H", "H", "H", "H", "H", "H", "H", "H"],
  "coordinates": [[-5.985, 6.068, 1.379], [-6.956, 5.387, 1.119], [-7.082, 4.710, 0.119], [-8.067, 5.383, 2.091], [-7.964, 6.170, 3.223], [-9.012, 6.167, 4.130], [-10.135, 5.384, 3.894], [-10.215, 4.600, 2.750], [-9.174, 4.595, 1.834], [-7.083, 6.771, 3.390], [-8.950, 6.778, 5.020], [-10.951, 5.387, 4.603], [-11.089, 3.991, 2.569], [-9.216, 3.994, 0.938], [0.853, 7.198, 5.972], [1.101, 6.462, 6.910], [0.972, 6.778, 8.076], [1.570, 5.100, 6.611], [1.753, 4.733, 5.289], [2.197, 3.449, 5.016], [2.446, 2.559, 6.052], [2.251, 2.953, 7.370], [1.811, 4.234, 7.662], [1.553, 5.439, 4.497], [2.346, 3.141, 3.990], [2.789, 1.558, 5.828], [2.444, 2.259, 8.177], [1.655, 4.558, 8.680], [2.224, 0.488, 3.741], [2.957, 0.270, 2.792], [4.155, 0.099, 2.882], [2.350, 0.217, 1.453], [0.991, 0.448, 1.327], [0.432, 0.409, 0.060], [1.227, 0.140, -1.046], [2.588, -0.095, -0.895], [3.162, -0.055, 0.366], [0.392, 0.654, 2.201], [-0.627, 0.592, -0.062], [0.789, 0.115, -2.035], [3.198, -0.303, -1.762], [4.218, -0.231, 0.508], [3.538, -0.636, -4.038], [3.148, -1.523, -4.778], [2.292, -1.377, -5.625], [3.751, -2.857, -4.626], [4.703, -3.051, -3.643], [5.253, -4.315, -3.502], [4.849, -5.354, -4.329], [3.891, -5.135, -5.315], [3.338, -3.874, -5.470], [5.006, -2.232, -3.008], [5.998, -4.489, -2.737], [5.276, -6.338, -4.202], [3.570, -5.941, -5.957], [2.596, -3.682, -6.230], [3.250, -7.859, -4.228], [2.619, -8.202, -3.247], [3.044, -8.183, -2.111], [1.238, -8.666, -3.466], [0.743, -8.681, -4.759], [-0.554, -9.125, -4.961], [-1.326, -9.539, -3.883], [-0.808, -9.508, -2.595], [0.488, -9.068, -2.376], [1.357, -8.343, -5.582], [-0.963, -9.143, -5.962], [-2.338, -9.886, -4.047], [-1.412, -9.828, -1.757], [0.912, -9.035, -1.384], [2.669, -6.912, -9.773], [2.888, -7.604, -8.803], [2.799, -7.228, -7.648], [3.291, -9.005, -9.025], [3.410, -9.464, -10.324], [3.798, -10.779, -10.524], [4.056, -11.604, -9.437], [3.927, -11.119, -8.141], [3.542, -9.806, -7.925], [3.204, -8.805, -11.154], [3.900, -11.159, -11.531], [4.362, -12.629, -9.599], [4.130, -11.763, -7.296], [3.444, -9.406, -6.926], [-5.126, 10.382, 7.411], [-4.308, 9.867, 6.357], [-3.728, 10.756, 5.400], [-5.461, 8.538, 5.317], [-3.076, 8.789, 7.056], [-2.433, 7.780, 6.106], [-1.810, 8.345, 4.827], [-0.927, 9.600, 5.001], [-0.958, 10.535, 3.759], [0.197, 12.080, 3.737], [-3.595, 8.282, 7.871], [-2.363, 9.488, 7.501], [-3.204, 7.051, 5.846], [-1.681, 7.243, 6.689], [-1.182, 7.554, 4.410], [-2.582, 8.534, 4.077], [-1.182, 10.192, 5.883], [0.118, 9.302, 5.134], [-1.636, 10.358, 2.801]],
  "lowdin_charge": [0.0784, -0.3533, 0.0765, -0.1448, -0.0056, -0.0613, -0.0710, -0.0663, -0.0041, 0.0897, 0.1079, 0.1069, 0.1074, 0.1186, 0.0593, -0.3364, 0.0810, -0.1489, 0.0023, -0.0582, -0.0614, -0.0579, -0.0039, 0.1188, 0.1007, 0.0938, 0.1086, 0.1181, 0.0495, -0.3392, 0.0844, -0.1505, -0.0052, -0.0620, -0.0570, -0.0526, 0.0036, 0.1179, 0.1089, 0.1116, 0.0823, 0.1190, 0.0453, -0.3436, 0.0831, -0.1501, -0.0081, -0.0598, -0.0679, -0.0594, 0.0092, 0.1140, 0.1081, 0.1003, 0.0717, 0.1210, 0.0550, -0.3316, 0.0894, -0.1413, 0.0025, -0.0601, -0.0693, -0.0640, -0.0014, 0.1022, 0.1095, 0.1077, 0.1086, 0.1198, 0.0953, -0.3377, 0.0493, -0.1434, -0.0008, -0.0631, -0.0688, -0.0612, 0.0008, 0.1203, 0.1090, 0.1079, 0.1095, 0.1099, -0.3340, 0.3563, -0.3177, 0.4213, -0.2823, -0.2369, -0.2310, -0.2520, -0.6416, 0.6761, 0.1081, 0.1124, 0.0874, 0.1018, 0.1064, 0.0903, 0.0914, 0.0865, 0.0343],
  "total_charge": 0,
  "homo_lumo_gap_ev": 8.9,
  "energy_ev": -173779.133,
  "e_homo_ev": -9.8
}

---

{
  "formula": "C14H18K2N4O12S3Zn2",
  "method": "ωB97M-V/def2-TZVPD",
  "elements": ["Zn", "Zn", "K", "K", "S", "O", "O", "O", "O", "S", "O", "O", "O", "O", "S", "O", "O", "O", "O", "C", "C", "N", "H", "H", "H", "N", "C", "C", "C", "C", "H", "H", "H", "H", "H", "N", "C", "C", "C", "C", "H", "H", "H", "H", "H", "N", "C", "C", "C", "C", "H", "H", "H", "H", "H"],
  "coordinates": [[-1.274, 0.689, 1.873], [-0.799, 2.021, -2.362], [-0.480, -3.623, 1.464], [-4.250, -1.842, -0.074], [-1.680, 3.168, -0.123], [-1.648, 2.388, 1.086], [-2.063, 4.564, 0.050], [-0.374, 3.001, -0.742], [-2.490, 2.536, -1.162], [-2.521, -0.861, 3.596], [-1.167, -0.983, 3.020], [-2.874, 0.305, 2.868], [-3.226, -2.091, 3.393], [-2.479, -0.647, 5.070], [-0.625, -0.487, -0.383], [-0.790, 0.243, -1.647], [0.139, 0.267, 0.632], [-1.868, -0.583, 0.305], [-0.091, -1.849, -0.626], [2.494, -0.134, -4.354], [1.853, 0.795, -3.460], [1.347, 1.612, -2.833], [1.817, -0.810, -4.876], [3.020, -0.744, -3.619], [3.217, 0.307, -5.040], [2.297, -2.047, 0.744], [1.950, -1.941, 2.062], [3.077, -2.233, 2.766], [4.073, -2.761, 1.944], [3.505, -2.588, 0.644], [1.700, -1.719, -0.002], [0.946, -1.576, 2.219], [3.270, -2.170, 3.827], [5.057, -3.099, 2.234], [3.781, -2.911, -0.349], [-4.391, -0.087, -2.829], [-5.716, -0.357, -3.151], [-5.800, -1.740, -3.056], [-4.550, -2.290, -2.929], [-3.683, -1.207, -2.791], [-3.954, 0.813, -2.690], [-6.398, 0.479, -3.210], [-6.709, -2.318, -3.125], [-4.449, -3.345, -2.719], [-2.717, -1.088, -2.324], [2.878, 1.753, 2.131], [2.867, 2.700, 1.085], [3.781, 3.711, 1.484], [4.396, 3.328, 2.656], [3.842, 2.112, 3.084], [2.249, 0.963, 2.146], [2.327, 2.483, 0.175], [3.985, 4.609, 0.921], [5.213, 3.874, 3.105], [3.985, 1.409, 3.892]],
  "lowdin_charge": [0.7139, 0.8994, 0.9090, 0.9219, 0.2670, -0.3013, -0.2830, -0.3988, -0.3801, 0.2077, -0.4379, -0.3464, -0.3637, -0.3564, 0.2833, -0.3784, -0.3324, -0.4103, -0.3992, -0.0206, -0.1801, 0.1907, 0.1011, 0.0963, 0.1028, -0.0092, -0.2001, -0.1259, -0.0669, -0.1382, 0.0902, 0.0565, 0.1036, 0.0911, 0.1019, 0.0247, -0.0606, -0.1427, -0.1725, -0.2180, 0.1463, 0.1182, 0.1054, 0.1026, 0.0891, 0.0108, -0.0870, -0.1332, -0.1423, -0.1098, 0.1097, 0.0837, 0.0856, 0.0869, 0.0957],
  "total_charge": 0,
  "homo_lumo_gap_ev": 5.3,
  "energy_ev": -207334.151,
  "e_homo_ev": -7.3
}

---

Number 1: LUMO energy 3.49 eV. Number 2: LUMO energy -7.05 eV. Number 3: LUMO energy -8.52 eV. Number 4: LUMO energy -0.85 eV. Number 5: LUMO energy -2.00 eV.